[1]
The following is a quantum chemistry calculation of C34H45GeN3O5SSe4Sn as an isolated structure at a distorted geometry, from OMol25.

Positions of all 94 atoms, in Å:
1 Sn -0.40386 1.55882 -0.56359
2 Se 2.91504 1.53152 1.58381
3 Se 3.89164 1.28202 -0.49019
4 Se 2.17554 0.98772 -2.00959
5 Se 1.55714 3.09332 -2.74609
6 C -3.07906 1.90732 2.11711
7 C -1.69746 2.26082 2.63171
8 O -1.05576 3.09722 1.69351
9 C 0.01084 3.86152 2.21771
10 C 0.47964 4.83512 1.15211
11 H -3.58446 1.25412 2.82031
12 H -2.99866 1.38302 1.17351
13 H -3.66846 2.80412 1.95191
14 H -1.11646 1.34472 2.78691
15 H -1.77816 2.79952 3.58991
16 H 0.84264 3.21462 2.52701
17 H -0.35576 4.41312 3.10121
18 H 0.97454 4.30142 0.34131
19 H 1.18724 5.53942 1.58151
20 H -0.37386 5.37252 0.74371
21 O -1.49966 -2.08088 1.82361
22 C -1.03676 -1.52008 0.83991
23 O -1.03626 -0.25648 0.65301
24 C -0.35316 -2.36198 -0.24429
25 C 1.14514 -2.14428 -0.11499
26 Ge 1.93324 -3.15438 1.40151
27 C 1.69614 -2.42488 3.21771
28 C 2.20054 -3.13088 4.30311
29 C 2.08674 -2.63448 5.58801
30 C 1.48654 -1.40318 5.79811
31 C 0.99404 -0.68518 4.72141
32 C 1.09104 -1.19918 3.44011
33 C 1.14864 -4.98618 1.31061
34 C 1.28594 -5.75128 0.15771
35 C 0.65574 -6.97738 0.03551
36 C -0.13186 -7.45558 1.06961
37 C -0.28286 -6.70078 2.22051
38 C 0.34894 -5.47498 2.33471
39 C 3.88964 -3.20508 1.05751
40 C 4.61574 -4.34438 0.74341
41 C 5.96884 -4.26618 0.45811
42 C 6.61344 -3.04068 0.47451
43 C 5.90004 -1.89728 0.79141
44 C 4.55284 -1.98418 1.08571
45 H -0.69996 -2.03868 -1.22649
46 H -0.61696 -3.41358 -0.09069
47 H 1.34274 -1.08158 0.04561
48 H 1.66354 -2.43348 -1.03379
49 H 2.70124 -4.07758 4.13301
50 H 2.47294 -3.20678 6.42501
51 H 1.41254 -1.00538 6.80391
52 H 0.54094 0.28492 4.87371
53 H 0.69754 -0.63838 2.60721
54 H 1.88834 -5.37178 -0.65999
55 H 0.77184 -7.56198 -0.86929
56 H -0.63536 -8.40988 0.97421
57 H -0.90136 -7.06818 3.02921
58 H 0.21344 -4.87128 3.22171
59 H 4.11224 -5.30358 0.72281
60 H 6.52534 -5.16458 0.21851
61 H 7.66944 -2.97868 0.23981
62 H 6.38894 -0.93318 0.80621
63 H 4.00494 -1.08868 1.34241
64 C -2.20196 3.69942 -5.84879
65 C -1.27206 4.19652 -4.74069
66 N -1.65706 3.68192 -3.45119
67 C -2.54266 4.20532 -2.60059
68 S -2.65856 3.63212 -1.04019
69 N -3.37906 5.17952 -3.06579
70 C -4.28066 5.88162 -2.18479
71 C -3.57496 6.87702 -1.26759
72 H -1.90476 4.11752 -6.80899
73 H -3.23076 3.98622 -5.63619
74 H -2.14886 2.61512 -5.90549
75 H -1.24796 5.29542 -4.72909
76 H -0.24826 3.85462 -4.91969
77 H -1.02066 2.99232 -3.05029
78 H -3.02226 5.72042 -3.84089
79 H -4.77836 5.12422 -1.57729
80 H -5.02116 6.38662 -2.81429
81 H -2.84866 6.33852 -0.66739
82 H -4.29356 7.34652 -0.60239
83 H -3.05926 7.64452 -1.84149
84 O -3.38266 0.62932 -1.56289
85 C -2.60256 -0.00048 -2.23969
86 C -2.96986 -1.26618 -3.03019
87 C -1.70576 -1.57518 -3.80739
88 C -0.68416 -0.57438 -3.23769
89 O 0.49504 -0.59188 -3.52829
90 N -1.29486 0.30222 -2.41569
91 H -3.84546 -1.06918 -3.64999
92 H -3.22176 -2.04888 -2.31239
93 H -1.79936 -1.38458 -4.87769
94 H -1.34406 -2.59578 -3.67889

As for the HOMO-LUMO gap: 0.18667 Eh. The total energy comes out at -14158.4033 a.u. As for the spin multiplicity: 1. Its total charge is -2.


[2]
The following is a quantum chemistry calculation of a 2-piece molecular cluster, C34H46BFN3O5S2 overall at a distorted geometry, from OMol25.

Positions of all 92 atoms, in Å:
1 C -3.67389 2.20680 2.84446
2 C -2.68295 3.47719 2.85938
3 S -1.12006 3.21806 1.85548
4 C -1.63392 3.23592 0.05754
5 C -0.40644 2.99321 -0.94421
6 C 0.00676 4.12803 -1.95172
7 C -0.74176 5.55665 -2.01272
8 O 0.02499 6.60472 -1.36521
9 C -0.35543 6.75266 0.00955
10 C -1.77428 7.25476 0.36903
11 C -2.13239 7.43115 1.89309
12 C -1.02913 7.10523 2.95002
13 C 0.39886 6.59365 2.58733
14 C 0.74316 6.42316 1.07894
15 C 1.19178 3.95505 -2.96710
16 F 1.53656 5.02262 -3.83665
17 C 1.98903 2.62783 -3.02896
18 C 1.56090 1.50550 -2.05463
19 C 0.40438 1.64575 -0.99694
20 N 0.06353 0.56184 -0.06454
21 C -0.10692 -0.74081 -0.72293
22 C -1.37079 -1.55966 -0.37183
23 C -2.49904 -1.15031 0.67494
24 C -1.98693 -0.97785 2.18796
25 C -0.78919 -1.96211 2.61702
26 C 0.51615 -1.08621 2.97571
27 C 1.73874 -1.99813 3.54672
28 O 2.48015 -2.48877 2.39965
29 C 3.89685 -2.21289 2.51030
30 C -1.56240 -2.92329 -1.11880
31 C -0.52898 -3.49196 -2.15085
32 B -0.90443 -4.91423 -2.83574
33 O -0.70170 -5.01907 -4.28232
34 N -1.47561 -6.09977 -2.11678
35 C -1.25712 -7.35474 -2.94221
36 C -2.99352 -5.97679 -2.06060
37 C 0.77910 -2.67438 -2.47635
38 C 1.87215 -3.20490 -3.50534
39 C 3.35846 -3.28077 -2.92103
40 O 4.23879 -2.43327 -3.28752
41 N 3.83212 -4.32338 -1.98119
42 C 5.29231 -4.19177 -1.72750
43 C 3.07684 -4.27748 -0.68268
44 C 0.94813 -1.30075 -1.75238
45 S 2.40481 -0.16397 -2.04610
46 H -3.81299 1.76888 1.79559
47 H -4.70062 2.57676 3.23370
48 H -3.36497 1.36721 3.56557
49 H -3.26142 4.34072 2.34937
50 H -2.47598 3.73320 3.95052
51 H -2.44652 2.41526 -0.04562
52 H -2.17691 4.22779 -0.12121
53 H -1.83227 5.51303 -1.68464
54 H -0.76015 5.83621 -3.13569
55 H -2.58519 7.51141 -0.38552
56 H -3.16667 7.77848 2.21784
57 H -1.31468 7.27239 4.04784
58 H 1.18867 6.35864 3.37620
59 H 1.76230 6.06440 0.69776
60 H 2.85647 2.40667 -3.73530
61 H -0.72843 0.80674 0.54667
62 H -2.88760 -0.10829 0.34287
63 H -3.40764 -1.85104 0.61656
64 H -1.67957 0.09328 2.43854
65 H -2.89250 -1.22296 2.86746
66 H -0.59056 -2.82582 1.89975
67 H -1.11443 -2.45047 3.61694
68 H 0.22250 -0.32321 3.79635
69 H 0.94799 -0.50667 2.09205
70 H 1.35936 -2.85216 4.22574
71 H 2.45725 -1.30878 4.13810
72 H 4.37318 -2.93164 3.27202
73 H 4.14269 -1.12075 2.75584
74 H 4.40132 -2.43058 1.49167
75 H -2.50505 -3.53365 -0.88625
76 H -1.23106 -4.27814 -4.65081
77 H -0.14929 -7.48749 -3.21218
78 H -1.84415 -7.34100 -3.93016
79 H -1.66741 -8.25299 -2.34258
80 H -3.51189 -6.80537 -2.65446
81 H -3.39146 -6.05948 -0.98210
82 H -3.29791 -4.98557 -2.55899
83 H 1.89829 -2.44175 -4.37449
84 H 1.63779 -4.21434 -3.98030
85 H 5.56771 -3.18643 -1.22506
86 H 5.93478 -4.33624 -2.67111
87 H 5.64958 -5.00310 -0.98633
88 H 2.10078 -4.87900 -0.82421
89 H 2.87822 -3.18130 -0.43086
90 H 3.71524 -4.77796 0.13406
91 O -0.80279 9.04957 5.40256
92 H -0.12178 9.08297 4.73396

As for the HOMO-LUMO gap: 0.14406 Eh. The total energy comes out at -2784.1898 a.u. As for the spin multiplicity: 1. The energy above the lowest of the compared OMol25 structures with the same formula, charge and spin comes out at 367.1 kcal per mole. Its total charge is -1.


[3]
The following is a quantum chemistry calculation of C34H47AsCaN4OP2S4 as an isolated structure at a distorted geometry, from OMol25.

Positions of all 94 atoms, in Å:
1 Ca 0.03228 0.94377 0.23301
2 S -0.38501 1.17936 5.36772
3 As -0.17020 1.73539 3.32754
4 S 1.59170 0.84463 2.46895
5 S -1.88959 1.14494 2.16744
6 S 0.01616 3.86638 3.27830
7 C -2.07009 -0.64447 -3.38144
8 P -1.59233 -1.03893 -1.63049
9 C -0.68997 -2.58741 -2.03406
10 N -1.43433 -3.54914 -2.57960
11 C -0.80551 -4.65681 -3.03157
12 C -1.53660 -5.69044 -3.63036
13 C -0.88722 -6.80374 -4.12751
14 C 0.49607 -6.91561 -4.03813
15 C 1.24584 -5.90977 -3.46033
16 C 0.61110 -4.76766 -2.94740
17 N 1.34629 -3.77727 -2.39832
18 C 0.70456 -2.70750 -1.93023
19 P 1.79161 -1.33750 -1.35612
20 C 2.71790 -1.18286 -2.95943
21 C 3.19901 -2.12718 -0.34878
22 C 2.62150 -2.56875 0.98961
23 C 4.19552 -0.99743 -0.07071
24 C 3.92441 -3.29965 -1.00945
25 C -3.31916 -1.53745 -1.01319
26 C -3.16354 -2.26201 0.31886
27 C -4.05313 -0.21530 -0.75814
28 C -4.14518 -2.38706 -1.97929
29 H -2.37538 -1.55332 -3.89374
30 H -1.21955 -0.20571 -3.89146
31 H -2.87547 0.08623 -3.38394
32 H -2.61211 -5.58981 -3.69586
33 H -1.46208 -7.59297 -4.59618
34 H 0.98777 -7.79757 -4.42505
35 H 2.32239 -5.97733 -3.39371
36 H 3.10286 -2.15042 -3.27563
37 H 3.52670 -0.46650 -2.82944
38 H 2.04595 -0.80118 -3.71911
39 H 2.10069 -1.73594 1.46372
40 H 3.42347 -2.89154 1.65661
41 H 1.91872 -3.38637 0.86044
42 H 3.70453 -0.17707 0.45407
43 H 4.64298 -0.60808 -0.98389
44 H 5.00195 -1.37635 0.55860
45 H 3.21290 -4.04328 -1.35826
46 H 4.59328 -3.75812 -0.27958
47 H 4.53011 -2.97336 -1.85327
48 H -2.60009 -1.63505 1.00868
49 H -2.63325 -3.20224 0.19013
50 H -4.14480 -2.46367 0.75108
51 H -3.54981 0.35443 0.02074
52 H -5.07063 -0.42389 -0.43137
53 H -4.10905 0.39671 -1.65666
54 H -3.57836 -3.25272 -2.31090
55 H -4.45201 -1.81310 -2.84910
56 H -5.04829 -2.72570 -1.47159
57 C -0.17808 -5.18140 0.44040
58 N -0.43252 -4.86664 1.82066
59 C -0.76491 -5.98943 2.65487
60 C -0.62490 -5.62462 4.12123
61 C -1.40580 -4.34215 4.36249
62 N -0.93947 -3.30840 3.47579
63 C -1.06961 -1.94430 3.93118
64 C -0.57771 -3.54193 2.18492
65 O -0.34361 -2.64755 1.39146
66 H 0.70598 -5.82047 0.34716
67 H -0.00946 -4.24638 -0.08759
68 H -1.03572 -5.69350 -0.01001
69 H -0.07341 -6.80225 2.40011
70 H -1.78999 -6.33503 2.43987
71 H 0.42824 -5.44501 4.33692
72 H -0.98557 -6.43542 4.75698
73 H -1.26115 -3.99718 5.38935
74 H -2.48293 -4.52804 4.21471
75 H -0.53856 -1.79168 4.87165
76 H -2.11640 -1.66374 4.07016
77 H -0.63459 -1.29366 3.17412
78 C 1.07914 2.47299 -5.45247
79 C 0.81820 1.33637 -4.67286
80 C 0.61508 1.45968 -3.32478
81 C 0.61185 2.71033 -2.67690
82 C 0.33004 2.78808 -1.27903
83 C 0.29525 4.07485 -0.76888
84 C 0.55077 5.22479 -1.53845
85 C 0.84603 5.12751 -2.87020
86 C 0.86696 3.86156 -3.48022
87 C 1.11829 3.70410 -4.85955
88 H 1.24938 2.36292 -6.51755
89 H 0.78378 0.36538 -5.15748
90 H 0.44073 0.59157 -2.69968
91 H 0.05788 4.23622 0.28067
92 H 0.51938 6.20240 -1.06759
93 H 1.05060 6.00543 -3.47541
94 H 1.33518 4.58663 -5.45305

As for the HOMO-LUMO gap: 0.10393 Eh. The total energy comes out at -6807.0839 a.u. As for the spin multiplicity: 1. Its total charge is -2.